# 1
{"formula": "C43H82Br4NO23S6", "method": "ωB97M-V with the def2-TZVPD basis set", "species": ["O", "O", "C", "H", "C", "C", "H", "H", "H", "C", "H", "O", "H", "H", "H", "O", "C", "C", "C", "H", "C", "H", "H", "H", "H", "S", "H", "C", "C", "S", "H", "C", "C", "C", "O", "H", "O", "C", "H", "C", "Br", "H", "H", "H", "H", "S", "C", "H", "S", "C", "C", "H", "H", "H", "O", "H", "O", "C", "O", "C", "C", "H", "O", "H", "H", "Br", "S", "C", "H", "C", "H", "C", "H", "H", "Br", "C", "C", "C", "O", "C", "C", "H", "H", "H", "C", "H", "C", "H", "H", "C", "H", "H", "C", "H", "O", "H", "H", "H", "H", "H", "H", "O", "O", "O", "O", "Br", "H", "C", "S", "O", "H", "H", "H", "H", "H", "H", "H", "H", "H", "C", "H", "H", "C", "H", "C", "H", "O", "H", "H", "H", "H", "C", "H", "H", "H", "H", "C", "C", "O", "C", "O", "O", "H", "H", "H", "O", "H", "C", "H", "C", "H", "H", "N", "H", "O", "H", "H", "H", "H"], "xyz": [[-2.512, 5.719, 2.039], [-7.021, -4.893, 1.857], [3.597, -6.136, -0.813], [4.935, 0.571, 2.337], [2.722, -3.972, 1.414], [-0.824, 2.223, 6.520], [-5.600, -0.759, 2.125], [4.399, -6.620, -0.267], [-2.968, 7.062, 4.611], [2.701, 4.888, -1.453], [4.339, 1.975, 1.538], [2.894, 2.251, 4.842], [-1.296, -6.064, -0.416], [1.601, 1.305, -5.357], [7.836, -1.765, 0.103], [5.059, -0.739, 0.153], [0.634, 3.529, -8.043], [7.063, -2.507, -0.074], [5.163, 1.260, 1.525], [-1.915, 2.023, -1.938], [-5.789, 0.899, -2.804], [5.166, 1.273, -0.660], [-6.194, -5.200, -0.684], [3.309, -3.628, 3.419], [-0.075, 4.344, -7.904], [-2.445, -3.838, -0.968], [3.392, -6.547, -1.800], [-3.786, -3.576, 2.858], [-2.950, 5.980, 4.745], [-2.012, 5.365, 3.332], [-0.552, -0.196, 3.278], [1.799, -1.561, -2.898], [0.066, 2.988, 5.533], [-6.252, -4.543, -1.551], [1.385, 3.351, -6.835], [-0.825, 2.132, 2.707], [1.291, 3.888, -4.513], [-3.975, -2.110, 2.723], [-1.775, -5.833, -2.123], [3.522, 3.755, -2.107], [2.645, 4.714, 0.538], [1.660, 4.955, -1.753], [-6.396, 1.588, -2.220], [-0.493, 3.890, 5.291], [-4.598, -5.416, -2.533], [0.476, 3.248, -5.499], [-1.272, 1.038, -0.113], [-4.325, -5.499, 2.524], [2.069, -6.146, 0.231], [-2.641, 0.786, 0.531], [-6.298, -2.698, 2.068], [0.376, -3.160, -2.205], [4.645, -3.822, 2.356], [1.499, 1.403, 2.894], [4.660, -2.788, -1.122], [1.555, -5.023, -2.724], [-0.415, -1.150, -0.157], [-5.355, -1.798, 2.318], [3.602, 4.089, 6.412], [-4.728, -4.495, 2.602], [-3.552, 3.231, 3.143], [-6.454, 0.371, -3.482], [-3.094, -1.283, 2.835], [0.914, -1.085, 3.248], [-4.809, 1.525, 3.777], [-5.071, -0.437, -1.579], [5.651, -1.763, -0.928], [-1.388, 1.123, -1.618], [-0.394, -1.748, 2.354], [-0.176, 2.318, 1.856], [3.165, 5.869, -1.526], [0.680, 0.012, 1.443], [4.471, 3.692, -1.586], [0.064, 2.643, -8.330], [-3.766, 0.479, -4.795], [2.027, -0.512, 0.954], [1.629, 3.913, -9.130], [-6.083, -4.171, 2.105], [-1.960, -3.160, -2.135], [1.316, -2.940, -2.697], [-0.727, 2.398, 0.391], [-3.376, 1.491, 0.153], [3.751, -5.076, -1.017], [2.513, -0.073, 0.076], [1.036, 1.456, 1.906], [6.710, -3.033, 0.810], [-3.811, 1.941, 3.904], [-0.029, 1.029, -6.209], [-7.273, -2.323, 1.782], [3.665, -3.348, 2.425], [2.040, 3.034, -9.630], [0.170, 3.357, 1.879], [0.069, -0.798, 2.617], [-2.811, -3.957, 3.136], [-0.610, 5.554, 3.541], [1.959, 5.608, 4.770], [-2.560, 0.755, 1.617], [2.432, 4.554, -8.779], [-4.899, -3.716, -2.943], [1.013, 4.322, -9.934], [-2.982, 1.242, 3.813], [1.247, 3.365, 6.239], [2.776, -5.390, 1.503], [1.778, -7.489, 0.603], [-2.326, 3.795, 3.605], [2.550, 2.125, -1.574], [3.418, 4.975, 3.953], [-4.754, 1.670, -3.594], [2.669, 3.510, 5.508], [-0.887, 3.639, -5.727], [-6.656, -3.562, -1.303], [3.471, 3.922, -3.179], [0.202, 2.289, 4.708], [1.814, 1.878, 1.266], [-0.655, 1.147, 6.459], [-3.938, 5.574, 4.940], [-0.551, 2.564, 7.518], [0.226, 1.169, -4.373], [1.954, -1.566, 0.680], [0.522, 1.459, -5.381], [2.750, -0.358, 1.754], [6.068, 1.816, 1.772], [1.924, -4.061, -3.051], [-4.108, 2.313, -3.001], [3.171, -4.023, -3.840], [-3.813, 2.159, 4.978], [6.098, -0.985, -2.048], [7.360, -3.268, -0.797], [6.571, 0.616, -0.030], [3.066, -3.663, 0.423], [-0.029, 2.866, -0.302], [-4.837, -4.433, -2.124], [-1.544, 3.123, 0.423], [4.311, -2.679, -5.025], [-3.028, -0.211, 0.322], [1.813, 4.463, 3.365], [2.931, -1.538, -3.845], [3.596, -2.636, -4.213], [3.886, -4.961, -4.116], [-2.032, -5.628, -1.083], [1.279, -0.615, -2.353], [-4.084, -3.994, -0.998], [3.251, -0.596, -4.274], [-6.949, -4.970, -2.272], [-5.292, 2.375, -4.228], [0.988, -5.311, -0.269], [1.695, -3.618, 1.517], [2.388, 4.762, 4.237], [3.671, -2.274, 2.267], [5.493, 0.622, 0.153], [-1.909, 0.272, -2.064], [-2.327, 5.805, 5.621], [-0.264, -0.029, 0.273], [-2.961, -6.184, -0.958], [-2.089, -3.368, 0.335], [-4.358, 3.945, 3.326], [-0.466, 1.203, -2.196], [-1.875, 2.398, 6.295], [-3.423, 3.086, 2.071]], "total_charge": 1, "gap_ev": 7.1, "energy_ev": -439670.75036, "e_homo_ev": -11.8}

# 2
{"formula": "C3H5I2N", "method": "ωB97M-V with the def2-TZVPD basis set", "species": ["C", "H", "I", "I", "N", "H", "C", "C", "H", "H", "H"], "xyz": [[0.010, 0.015, 0.402], [0.600, 1.613, -0.616], [-5.175, -0.641, 0.125], [-2.557, 1.532, -0.446], [-3.821, -2.043, 0.199], [-3.928, -2.622, -0.664], [0.901, 1.236, 0.438], [-1.204, 0.138, 0.042], [0.555, -0.925, 0.668], [0.627, 2.046, 1.102], [1.931, 0.867, 0.454]], "gap_ev": [6.9, 8.4], "energy_ev": -20877.46602, "e_above_lowest_kj_mol": 460.48, "e_homo_ev": [-8.0, -8.7]}

# 3
{"formula": "C22H48NO14P", "method": "ωB97M-V with the def2-TZVPD basis set", "species": ["C", "C", "H", "P", "H", "H", "H", "O", "H", "H", "C", "H", "H", "O", "H", "H", "C", "C", "H", "H", "H", "N", "H", "C", "H", "H", "H", "H", "C", "C", "H", "H", "H", "O", "H", "O", "O", "H", "H", "H", "H", "O", "C", "C", "C", "H", "C", "H", "C", "C", "C", "H", "H", "H", "O", "H", "C", "C", "C", "H", "C", "O", "H", "H", "H", "H", "O", "H", "H", "H", "O", "O", "H", "C", "H", "H", "C", "H", "O", "O", "C", "O", "H", "H", "H", "H"], "xyz": [[23.302, 2.518, 52.755], [23.745, 6.110, 46.924], [21.654, 3.099, 47.528], [17.801, 8.264, 48.647], [18.067, 10.693, 50.645], [17.620, 3.098, 49.332], [23.610, 5.144, 46.706], [20.128, 12.816, 51.909], [24.632, 6.364, 46.338], [22.088, 7.762, 49.859], [22.189, 8.844, 50.282], [20.245, 6.595, 51.597], [17.159, 4.023, 50.666], [14.860, 3.784, 50.671], [23.216, 5.388, 48.988], [21.807, 1.367, 47.122], [21.165, 8.350, 45.544], [24.337, 2.028, 46.230], [20.548, 9.743, 49.391], [22.809, 8.876, 51.243], [12.848, 0.803, 47.894], [20.103, 5.984, 48.211], [19.011, 6.159, 43.784], [19.259, 4.233, 44.745], [20.657, 5.280, 47.751], [20.542, 5.229, 43.084], [18.796, 4.869, 42.573], [19.168, 5.816, 47.991], [20.752, 9.579, 50.418], [22.224, 7.168, 45.531], [17.100, 4.902, 49.053], [24.926, 5.472, 48.578], [21.369, 9.064, 44.835], [16.693, 9.195, 49.015], [17.810, 3.045, 46.116], [22.628, 6.889, 46.711], [21.956, 4.163, 51.881], [13.250, 3.059, 48.661], [18.809, 11.256, 49.282], [17.888, 12.409, 50.476], [17.913, 3.129, 44.026], [22.502, 6.637, 44.455], [23.012, 3.217, 51.537], [19.380, 5.147, 43.554], [23.993, 6.077, 48.506], [22.532, 2.301, 50.904], [20.917, 4.475, 51.269], [14.007, 1.682, 46.769], [15.614, 3.442, 49.832], [19.998, 11.777, 51.211], [23.702, 2.212, 47.715], [20.199, 5.537, 53.087], [24.151, 7.059, 48.922], [23.925, 3.731, 50.996], [20.665, 3.910, 50.132], [20.134, 7.041, 47.924], [13.894, 1.054, 47.794], [17.899, 3.481, 45.032], [18.712, 11.525, 50.375], [22.696, 9.360, 49.667], [22.271, 2.293, 47.716], [24.444, 1.996, 48.775], [17.149, 4.428, 44.852], [22.103, 2.064, 48.768], [23.437, 2.400, 45.595], [18.934, 5.190, 51.572], [20.955, 10.855, 51.149], [22.254, 2.205, 53.315], [13.679, 1.822, 49.842], [20.088, 7.720, 45.427], [17.129, 7.016, 48.085], [18.464, 7.532, 49.943], [24.006, 1.830, 52.362], [13.979, 2.221, 48.847], [24.801, 1.194, 46.213], [25.124, 2.756, 46.030], [19.965, 5.448, 51.918], [23.689, 3.233, 53.339], [20.369, 3.974, 45.404], [15.263, 2.577, 48.842], [16.982, 3.910, 49.671], [18.851, 8.701, 47.787], [21.230, 8.897, 46.500], [14.545, 0.263, 47.952], [20.028, 6.220, 49.189], [20.003, 9.047, 50.979]], "total_charge": -2, "gap_ev": 2.9, "energy_ev": -63028.12548, "e_above_lowest_kj_mol": 0.00, "e_homo_ev": 0.9}

# 4
{"formula": "C10H21ClI2MoN3OP2", "method": "ωB97M-V with the def2-TZVPD basis set", "species": ["P", "P", "H", "H", "H", "H", "C", "H", "H", "H", "C", "H", "C", "C", "N", "H", "C", "H", "H", "Cl", "C", "H", "C", "C", "H", "H", "I", "I", "H", "H", "N", "Mo", "H", "H", "H", "C", "H", "N", "O", "C", "H"], "xyz": [[-2.133, -0.762, -2.234], [0.750, 0.458, 0.648], [-1.453, -2.969, -2.751], [-2.922, -0.706, -4.379], [-3.232, -2.511, -3.063], [-3.852, 0.957, -1.765], [-3.764, -0.144, -1.792], [1.442, -1.824, 1.660], [-0.162, 2.460, 0.492], [-2.613, -2.938, -1.387], [-1.995, -0.293, -3.961], [0.054, -1.075, 2.410], [2.491, 0.760, 0.134], [-2.370, -2.471, -2.365], [3.200, 1.292, 1.309], [0.203, 0.965, 3.748], [1.025, -0.828, 1.946], [-0.820, 1.543, 1.956], [2.968, -0.132, -0.268], [-1.491, 2.729, -1.883], [1.238, 1.115, 3.341], [-4.029, -0.586, -0.815], [3.257, 0.244, 2.384], [0.083, 1.902, 1.421], [3.828, 0.557, 3.219], [-4.378, -0.578, -2.592], [0.778, -4.216, -1.238], [-1.163, -4.197, 0.550], [2.321, 1.491, -0.694], [-1.130, -0.805, -4.402], [1.883, -0.115, 2.906], [-1.045, 0.684, -0.986], [2.437, 3.240, 1.006], [3.672, -0.676, 1.923], [1.813, 1.547, 4.219], [-0.046, -0.816, -1.016], [3.038, 2.950, 2.620], [1.169, 2.164, 2.334], [0.371, -1.699, -0.282], [2.501, 2.489, 1.791], [-1.924, 0.793, -4.145]], "total_charge": 3, "gap_ev": [5.1, 3.9], "energy_ev": -66349.87896, "multiplicity": 3, "e_above_lowest_kj_mol": 0.00, "e_homo_ev": [-17.9, -17.8]}

# 5
{"formula": "C4H4O2", "method": "ωB97M-V with the def2-TZVPD basis set", "species": ["H", "H", "H", "C", "O", "H", "C", "O", "C", "C"], "xyz": [[0.703, 1.178, 1.293], [-0.735, -1.019, -1.732], [-1.328, 1.249, -0.645], [-1.034, 0.205, 0.274], [-0.377, 1.017, -1.153], [0.226, -0.398, 1.981], [0.290, 0.195, 1.061], [1.841, -1.361, -0.187], [-0.346, -0.398, -0.928], [0.904, -0.621, -0.089]], "gap_ev": 10.3, "energy_ev": -8302.33668, "e_above_lowest_kj_mol": 457.39, "e_homo_ev": -9.9}

# 6
{"formula": "C3H5NO2S", "method": "ωB97M-V with the def2-TZVPD basis set", "species": ["H", "H", "H", "C", "C", "O", "O", "N", "H", "H", "S", "C"], "xyz": [[-0.487, -1.358, 2.439], [-1.578, -2.654, 1.969], [2.705, 0.426, -0.154], [-1.316, -1.099, 0.553], [1.674, 0.705, -0.323], [-2.501, -0.856, 0.316], [0.887, -0.252, 0.232], [-0.405, -0.455, -0.296], [0.065, -2.556, 1.253], [-0.864, 0.418, -0.492], [1.162, 1.997, -1.150], [-0.804, -1.970, 1.615]], "smiles": "CC(=O)NOC=S", "gap_ev": 9.5, "energy_ev": -19610.27576, "e_above_lowest_kj_mol": 215.68, "e_homo_ev": -9.6}